#A
{"formula": "CH3NO", "method": "ωB97M-V with the def2-TZVPD basis set", "species": ["C", "N", "O", "H", "H", "H"], "coordinates": [[0.72, -0.10, -0.06], [-0.29, -0.90, -0.02], [-1.41, -0.21, -0.05], [0.64, 1.05, -0.05], [1.63, -0.59, 0.07], [-1.30, 0.74, 0.11]], "total_charge": 0, "molar_mass_g_mol": 45.04}

=====

#B
{"formula": "CH3NO", "method": "ωB97M-V with the def2-TZVPD basis set", "species": ["C", "N", "O", "H", "H", "H"], "coordinates": [[-0.38, -0.09, -0.36], [0.65, 0.63, 0.28], [-0.59, 0.46, 0.89], [-0.86, 0.41, -1.19], [-0.36, -1.18, -0.41], [1.55, -0.22, 0.78]], "total_charge": 0, "molar_mass_g_mol": 45.04}

=====

#A comes first in stability; the runner-up is 32.8 kcal/mol higher.

=====

#A
{"formula": "CH3NO", "method": "ωB97M-V with the def2-TZVPD basis set", "species": ["C", "N", "H", "O", "H", "H"], "coordinates": [[0.00, 0.00, 0.00], [0.93, -0.67, -0.18], [-0.96, 0.50, 0.00], [1.88, -2.81, -2.13], [0.97, -2.44, -2.09], [2.37, -2.34, -1.42]], "total_charge": 0, "molar_mass_g_mol": 45.04}

=====

#B
{"formula": "CH3NO", "method": "ωB97M-V with the def2-TZVPD basis set", "species": ["C", "N", "O", "H", "H", "H"], "coordinates": [[0.39, -0.40, 0.60], [0.18, 0.71, -0.02], [-0.27, 0.27, -1.15], [0.16, -1.41, 0.46], [0.58, -0.21, 1.73], [-1.04, 1.05, -1.61]], "total_charge": 0, "molar_mass_g_mol": 45.04}

=====

#A comes first in stability; the runner-up is 69.0 kcal/mol higher.

=====

#A
{"formula": "CH3NO", "method": "ωB97M-V with the def2-TZVPD basis set", "species": ["C", "N", "O", "H", "H", "H"], "coordinates": [[-3.19, -0.42, -0.33], [0.21, 0.25, 0.46], [-4.19, -0.04, 0.05], [0.70, 1.09, 0.15], [0.08, -0.27, -0.34], [0.66, -0.31, 1.11]], "total_charge": 0, "molar_mass_g_mol": 45.04}

=====

#B
{"formula": "CH3NO", "method": "ωB97M-V with the def2-TZVPD basis set", "species": ["C", "N", "O", "H", "H", "H"], "coordinates": [[-0.19, 0.10, -0.62], [0.10, 0.57, 0.55], [-0.18, 0.37, -1.76], [-0.27, -2.53, -0.23], [-0.03, 0.02, 1.39], [0.58, 1.47, 0.66]], "total_charge": 0, "molar_mass_g_mol": 45.04}

=====

#C
{"formula": "CH3NO", "method": "ωB97M-V with the def2-TZVPD basis set", "species": ["N", "C", "O", "H", "H", "H"], "coordinates": [[-0.01, 0.45, 0.16], [-0.11, -0.98, 0.54], [-0.23, -1.35, 1.66], [0.41, 0.64, -0.74], [0.26, 1.05, 0.91], [-0.15, -1.61, -0.36]], "total_charge": 0, "molar_mass_g_mol": 45.04}

=====

#C comes first in stability; the runner-up is 10.0 kcal/mol higher.

=====

#A
{"formula": "C5H5BrFN", "method": "ωB97M-V with the def2-TZVPD basis set", "species": ["F", "C", "Br", "C", "C", "C", "C", "N", "H", "H", "H", "H", "H"], "coordinates": [[2.82, -1.47, 1.41], [1.63, -1.28, 0.78], [0.69, -3.10, 1.17], [0.82, -0.24, 1.46], [-0.12, 0.41, 0.77], [-0.41, -0.21, -0.56], [0.96, -0.43, -1.15], [1.95, -1.00, -0.51], [1.06, -0.12, 2.45], [-0.64, 1.25, 1.18], [-0.75, -1.17, -0.37], [-1.13, 0.32, -1.26], [1.14, 0.03, -2.20]], "total_charge": 0, "molar_mass_g_mol": 178.00}

=====

#B
{"formula": "C5H5BrFN", "method": "ωB97M-V with the def2-TZVPD basis set", "species": ["F", "C", "C", "C", "N", "C", "Br", "C", "H", "H", "H", "H", "H"], "coordinates": [[0.31, -2.37, 0.12], [0.03, -1.04, 0.07], [-0.41, -0.57, 1.21], [-0.66, 0.81, 1.28], [-0.30, 1.58, 0.32], [0.25, 0.99, -0.78], [2.21, 0.93, -0.16], [-0.06, -0.51, -1.23], [-0.50, -1.14, 2.09], [-0.85, 1.31, 2.16], [0.23, 1.80, -1.61], [-1.02, -0.73, -1.69], [0.76, -1.06, -1.79]], "total_charge": 0, "molar_mass_g_mol": 178.00}

=====

#A comes first in stability; the runner-up is 11.7 kcal/mol higher.

=====

#A
{"formula": "C4H5NS", "method": "ωB97M-V with the def2-TZVPD basis set", "species": ["C", "C", "C", "C", "N", "S", "H", "H", "H", "H", "H"], "coordinates": [[-1.64, -1.16, 1.15], [1.18, -0.46, -0.27], [0.22, 0.10, -1.21], [-0.08, 0.12, 0.27], [-2.48, -1.67, 1.74], [-0.07, 1.58, 1.34], [1.34, -1.60, -0.19], [2.15, 0.01, -0.12], [0.73, 1.07, -1.43], [-0.33, -0.36, -2.03], [-1.02, 2.37, 0.77]], "total_charge": 0, "molar_mass_g_mol": 99.16}

=====

#B
{"formula": "C4H5NS", "method": "ωB97M-V with the def2-TZVPD basis set", "species": ["C", "C", "C", "C", "N", "S", "H", "H", "H", "H", "H"], "coordinates": [[0.72, 0.94, -1.18], [-0.73, -1.02, -0.18], [0.06, 0.95, 0.96], [-0.32, 0.45, -0.32], [0.64, -1.47, 0.10], [1.50, -0.09, 0.12], [0.78, 0.27, -2.07], [-1.36, -1.04, 0.78], [-1.20, -1.56, -0.97], [0.31, 2.02, 1.01], [-0.42, 0.54, 1.75]], "total_charge": 0, "molar_mass_g_mol": 99.16}

=====

#C
{"formula": "C4H5NS", "method": "ωB97M-V with the def2-TZVPD basis set", "species": ["N", "C", "C", "C", "C", "S", "H", "H", "H", "H", "H"], "coordinates": [[-3.62, -0.66, -0.10], [-2.53, -0.33, -0.30], [-1.22, 0.19, -0.52], [-0.21, -0.07, 0.32], [1.15, 0.56, 0.16], [2.47, -0.59, -0.39], [-1.03, 0.84, -1.38], [-0.21, -0.83, 1.11], [1.58, 1.00, 1.07], [1.16, 1.35, -0.62], [2.46, -1.45, 0.65]], "total_charge": 0, "molar_mass_g_mol": 99.16}

=====

#C comes first in stability; the runner-up is 82.6 kcal/mol higher.

=====

#A
{"formula": "C4H5NS", "method": "ωB97M-V with the def2-TZVPD basis set", "species": ["C", "C", "C", "C", "N", "S", "H", "H", "H", "H", "H"], "coordinates": [[1.36, -0.03, 0.16], [2.31, -0.91, 0.12], [0.46, 0.88, -0.09], [-0.92, 0.65, 0.06], [-1.26, -1.31, -0.09], [-2.23, 1.76, 0.20], [2.85, -1.09, 1.07], [2.32, -1.69, -0.49], [0.84, 1.93, -0.34], [-2.29, -1.36, -0.30], [-3.42, 1.18, -0.30]], "total_charge": 0, "molar_mass_g_mol": 99.16}

=====

#B
{"formula": "C4H5NS", "method": "ωB97M-V with the def2-TZVPD basis set", "species": ["C", "C", "C", "C", "H", "H", "H", "H", "H", "N", "S"], "coordinates": [[0.46, 0.50, 0.78], [0.18, -0.60, -0.11], [0.75, -1.00, -1.28], [-1.04, -1.09, 0.19], [-1.11, 2.03, 1.23], [-0.22, 0.35, 1.95], [1.60, 0.71, 0.92], [1.51, -0.26, -2.07], [0.33, -1.63, -1.97], [-2.23, -1.09, 0.39], [-0.23, 2.09, -0.03]], "total_charge": 0, "molar_mass_g_mol": 99.16}

=====

#B comes first in stability; the runner-up is 67.4 kcal/mol higher.